Below is 2 unconnected molecules or ions with the total composition CH5NO, with properties calculated with wB97M-V/def2-TZVPD.

relative energy (zero: lowest compared OMol25 entry of this formula, charge and spin)	14.50	kcal per mole
gap between HOMO and LUMO	10.89	eV

Geometry (Å):
C  -1.4228  0.5381  -0.0917
N  -0.6559  0.4597  0.8989
H  -1.5558  1.5050  -0.5492
H  -1.9678  -0.3192  -0.5171
H  -0.5557  -0.4679  1.3004
H  2.4760  -1.0894  -0.7670
H  1.9416  0.1485  -0.0425
O  1.7404  -0.7748  -0.2318